Record 1
60
Properties=species:S:1:pos:R:3 method="wB97M-V/def2-TZVPD" gap_ha="0.19287 / 0.19606" e_homo_ha="-0.0352 / -0.0401" total_charge=-2 multiplicity=2 e_above_lowest_kcal_mol=9.7 s2=0.769
Ti 1.07 -0.54 0.44
C -1.02 0.00 -3.46
C -0.35 -0.58 -2.26
N 0.30 0.15 -1.36
N 0.41 1.52 -1.59
C 1.22 1.97 -0.70
O 1.80 1.19 0.16
C 1.52 3.42 -0.62
C 0.87 4.35 -1.43
C 1.15 5.70 -1.31
C 2.09 6.14 -0.38
C 2.73 5.22 0.44
C 2.45 3.86 0.32
C -0.29 -1.97 -2.04
C -0.95 -2.94 -2.83
C -0.79 -4.27 -2.54
C 0.04 -4.66 -1.48
C 0.65 -3.66 -0.74
N 0.48 -2.36 -0.98
H -0.77 1.06 -3.53
H -2.11 -0.09 -3.40
H -0.71 -0.50 -4.38
H 0.13 3.98 -2.13
H 0.64 6.41 -1.94
H 2.30 7.20 -0.28
H 3.43 5.56 1.19
H 2.91 3.13 0.97
H -1.59 -2.62 -3.64
H -1.32 -5.02 -3.12
H 0.20 -5.69 -1.22
H 1.29 -3.90 0.10
S -0.61 1.43 1.84
C 0.52 2.15 2.94
C 0.12 3.42 3.55
N -0.23 4.41 4.02
C 1.71 1.61 3.29
S 2.33 0.08 2.76
C 2.56 2.33 4.24
N 3.26 2.86 4.98
C -3.01 0.38 -0.48
C -2.59 -0.86 0.23
N -1.39 -1.12 0.67
C -1.46 -2.30 1.34
C -2.73 -2.79 1.30
N -3.44 -1.86 0.59
C -3.41 -4.02 1.78
O -2.68 -4.86 2.48
O -4.58 -4.20 1.52
C -0.21 -2.82 1.95
O -0.23 -3.88 2.59
O 0.81 -2.09 1.74
H -2.12 0.99 -0.69
H -3.67 0.98 0.15
H -3.52 0.15 -1.42
H -4.42 -1.94 0.40
H -1.72 -4.54 2.57
C 2.99 -1.30 -0.10
H 3.31 -1.97 0.70
H 3.70 -0.48 -0.17
H 2.96 -1.85 -1.05


Record 2
66
Properties=species:S:1:pos:R:3 method="wB97M-V/def2-TZVPD" gap_ha=0.26051 e_homo_ha=-0.2831 total_charge=0 multiplicity=1 e_above_lowest_kcal_mol=0.0
Al 0.35 0.28 2.29
N 0.49 2.20 5.03
C -0.36 2.63 4.07
N -1.10 3.76 4.06
N -1.91 3.66 3.05
N -1.60 2.56 2.42
N -0.64 1.87 3.03
C 0.58 0.82 5.22
N 0.89 0.26 6.36
N 0.80 -1.06 6.11
N 0.47 -1.28 4.90
N 0.31 -0.09 4.26
H 0.61 2.78 5.85
Br -2.75 0.32 -10.36
C -2.66 0.43 -8.47
C -2.54 1.67 -7.87
C -2.47 1.76 -6.49
C -2.53 0.59 -5.73
C -2.66 -0.64 -6.34
C -2.72 -0.74 -7.72
N -2.47 0.57 -4.30
N -2.33 1.68 -3.77
C -2.28 1.66 -2.34
C -3.17 2.53 -1.74
C -3.20 2.55 -0.36
C -2.33 1.76 0.36
O -2.53 1.82 1.76
C -1.36 0.91 -0.19
N -0.47 0.14 0.55
C 0.81 -0.14 -0.15
C 0.68 -0.37 -1.62
C -0.36 0.08 -2.30
C -1.37 0.88 -1.62
H -2.50 2.56 -8.48
H -2.37 2.71 -6.00
H -2.70 -1.53 -5.72
H -2.82 -1.70 -8.21
H -3.82 3.15 -2.34
H -3.89 3.18 0.18
H 1.21 -1.08 0.23
H 1.45 -0.96 -2.10
H -0.47 -0.13 -3.35
C 1.68 2.27 -0.42
C 1.89 0.93 0.27
N 3.24 0.47 -0.02
O 1.76 1.11 1.67
H 1.78 2.19 -1.50
H 2.42 2.97 -0.04
H 0.69 2.66 -0.20
H 3.42 0.49 -1.01
H 3.37 -0.48 0.30
N 3.71 -5.22 4.74
C 2.95 -5.28 3.61
O 2.72 -6.30 3.00
C 2.41 -3.95 3.14
C 3.10 -2.76 3.30
C 2.51 -1.58 2.87
N 1.30 -1.56 2.32
C 0.64 -2.71 2.13
C 1.17 -3.93 2.51
H 3.99 -6.10 5.13
H 3.65 -4.43 5.35
H 4.09 -2.73 3.74
H 3.00 -0.62 2.97
H -0.33 -2.63 1.67
H 0.62 -4.85 2.35


Record 3
57
Properties=species:S:1:pos:R:3 method="wB97M-V/def2-TZVPD" gap_ha="0.18026 / 0.17846" e_homo_ha="-0.0242 / -0.0227" total_charge=-2 multiplicity=1 e_above_lowest_kcal_mol=22.4
Os -0.87 -0.15 0.01
S 4.02 1.24 0.26
As 2.31 0.15 0.85
S 0.53 1.44 1.23
S 1.25 -0.71 -0.94
S 2.63 -1.23 2.45
C -1.98 2.91 3.52
N -1.49 1.58 3.80
C -0.51 1.26 4.73
C -0.13 0.00 4.48
N -0.87 -0.45 3.40
C -1.69 0.54 2.96
S -2.70 0.57 1.59
C -0.65 -1.73 2.82
C -0.61 -2.82 3.66
C -0.30 -4.05 3.12
C -0.06 -4.14 1.77
C -0.15 -3.00 0.99
N -0.45 -1.80 1.51
H -1.62 3.57 4.32
H -3.06 2.92 3.49
H -1.58 3.25 2.56
H -0.14 1.98 5.43
H 0.68 -0.60 4.87
H -0.81 -2.69 4.72
H -0.25 -4.93 3.75
H 0.19 -5.08 1.29
H 0.02 -3.00 -0.07
C -1.63 0.60 -5.62
C -1.12 -0.40 -4.75
C -1.04 -0.17 -3.41
C -1.47 1.05 -2.82
C -1.41 1.28 -1.39
C -1.79 2.55 -0.98
C -2.25 3.55 -1.86
C -2.35 3.31 -3.20
C -1.95 2.06 -3.71
C -2.03 1.79 -5.10
H -1.69 0.41 -6.69
H -0.77 -1.34 -5.16
H -0.64 -0.93 -2.76
H -1.73 2.79 0.07
H -2.54 4.52 -1.45
H -2.71 4.08 -3.88
H -2.41 2.57 -5.75
N -2.05 -1.42 -0.63
C -2.60 -2.62 -0.62
C -2.55 -3.48 -1.76
C -3.15 -4.73 -1.74
C -3.83 -5.20 -0.61
C -3.89 -4.37 0.50
C -3.30 -3.12 0.52
H -2.03 -3.14 -2.64
H -3.08 -5.35 -2.62
H -4.30 -6.18 -0.61
H -4.41 -4.70 1.39
H -3.37 -2.48 1.39


Record 4
56
Properties=species:S:1:pos:R:3 method="wB97M-V/def2-TZVPD" gap_ha="0.29077 / 0.20562" e_homo_ha="-0.2787 / -0.3068" total_charge=0 multiplicity=4 e_above_lowest_kcal_mol=0.0 s2=3.844
Au 1.65 -0.97 -0.15
Cl 3.90 -1.65 2.88
Ge 3.79 -1.97 0.73
Cl 5.74 -1.45 -0.01
Cl 3.76 -4.16 0.53
C 0.67 -2.20 -2.21
C -0.38 -1.28 -2.45
C -1.64 -1.45 -1.82
C -2.63 -0.50 -1.92
C -2.40 0.66 -2.67
C -1.19 0.82 -3.36
C -0.21 -0.13 -3.27
C -3.40 1.69 -2.69
N -4.20 2.52 -2.67
H 1.57 -2.17 -2.81
H 0.43 -3.13 -1.71
H -1.80 -2.35 -1.22
H -3.57 -0.63 -1.41
H -1.04 1.71 -3.96
H 0.73 0.00 -3.79
C -2.87 1.84 1.09
C -1.55 2.05 0.70
C -0.64 1.02 0.76
C -1.02 -0.26 1.24
C -2.37 -0.46 1.60
C -3.28 0.58 1.52
N -0.07 -1.25 1.23
C -0.17 -2.39 2.01
C -0.77 -2.38 3.29
C -0.86 -3.55 4.01
C -0.35 -4.74 3.50
C 0.30 -4.75 2.28
C 0.42 -3.58 1.55
H -3.59 2.65 1.03
H -1.24 3.02 0.33
H 0.39 1.17 0.47
H -2.72 -1.45 1.86
H -4.31 0.40 1.79
H -1.12 -1.45 3.71
H -1.31 -3.54 5.00
H -0.45 -5.66 4.07
H 0.74 -5.66 1.89
H 0.94 -3.57 0.60
C 1.39 5.14 -2.21
C 1.88 4.07 -1.27
C 2.01 4.29 0.09
C 2.41 3.21 0.86
N 2.69 2.01 0.35
C 2.56 1.90 -0.98
S 2.93 0.35 -1.73
N 2.15 2.87 -1.80
H 1.72 6.13 -1.90
H 0.30 5.13 -2.22
H 1.74 4.93 -3.21
H 1.81 5.25 0.54
H 2.53 3.30 1.94


Record 5
63
Properties=species:S:1:pos:R:3 method="wB97M-V/def2-TZVPD" gap_ha="0.10299 / 0.22558" e_homo_ha="-0.1621 / -0.2847" total_charge=0 multiplicity=2 e_above_lowest_kcal_mol=69.3 s2=0.767
Pb 4.38 1.83 0.12
O 2.77 5.85 -2.25
C 2.85 4.85 -1.56
O 3.91 3.91 -1.85
C 2.06 4.44 -0.46
C 0.94 5.24 -0.08
C 0.11 4.81 0.90
C 0.35 3.56 1.54
C 1.48 2.87 1.17
N 2.34 3.28 0.23
C 1.78 1.52 1.81
O 0.87 0.87 2.30
O 3.01 1.13 1.75
H 0.77 6.17 -0.61
H -0.75 5.41 1.19
H -0.30 3.15 2.30
F -2.08 1.60 -0.70
C -1.32 0.49 -0.54
C 0.02 0.56 -0.74
C 0.81 -0.57 -0.61
C 2.27 -0.40 -0.77
O 2.66 0.72 -1.15
C 3.06 -1.53 -0.43
C 2.42 -2.70 -0.21
N 1.08 -2.91 -0.17
C 0.67 -4.30 -0.11
C -0.40 -4.86 0.78
C -0.58 -4.84 -0.73
C 0.24 -1.81 -0.29
C -1.14 -1.84 -0.02
C -1.92 -0.71 -0.15
N -3.30 -0.82 0.20
C -4.08 0.38 0.49
C -5.41 -0.08 1.13
N -5.18 -1.47 1.64
C -5.08 -2.42 0.49
C -4.12 -1.78 -0.53
C 4.59 -1.56 -0.28
O 5.11 -2.66 -0.24
O 5.15 -0.42 -0.17
H 0.49 1.51 -0.98
H 3.05 -3.57 -0.03
H 1.54 -4.92 -0.22
H -0.97 -4.20 1.40
H -0.18 -5.81 1.24
H -1.28 -4.14 -1.17
H -0.50 -5.78 -1.27
H -1.61 -2.73 0.36
H -4.30 0.98 -0.39
H -3.52 1.00 1.19
H -6.22 -0.13 0.41
H -5.71 0.56 1.96
H -5.87 -1.76 2.33
H -4.25 -1.46 2.07
H -6.08 -2.57 0.08
H -4.71 -3.37 0.88
H -4.67 -1.30 -1.34
H -3.49 -2.55 -0.97
F 5.28 2.83 -3.34
B 4.15 3.51 -3.12
F 3.36 3.73 -4.16
S 8.38 2.54 0.46
C 7.06 2.69 1.20


Record 6
52
Properties=species:S:1:pos:R:3 method="wB97M-V/def2-TZVPD" gap_ha="0.17072 / 0.18811" e_homo_ha="-0.0028 / -0.0202" total_charge=-2 multiplicity=5 s2=6.024
C -0.49 -1.06 -4.62
C -0.54 -2.05 -3.63
C -1.26 -1.51 -2.52
H -0.08 -3.02 -3.66
C -1.66 -0.21 -2.85
C -1.16 0.09 -4.13
H -1.28 1.03 -4.65
H -0.02 -1.15 -5.58
H -1.42 -2.00 -1.58
H -2.20 0.46 -2.21
Fe 0.68 -0.30 -2.80
Br 1.49 -2.15 -1.22
C 2.65 0.84 -2.45
C 1.83 1.61 -3.31
C 1.66 0.88 -4.50
H 1.37 2.55 -3.07
C 2.37 -0.34 -4.37
C 3.00 -0.34 -3.12
H 3.60 -1.14 -2.71
H 2.91 1.09 -1.44
H 1.10 1.20 -5.35
H 2.43 -1.13 -5.10
O 1.66 2.28 -0.36
C 0.90 1.44 0.06
N 0.41 1.62 1.30
C -0.45 0.55 1.60
C -0.79 0.18 0.17
O -1.73 -0.55 -0.05
N 0.25 0.48 -0.72
C 0.49 -0.44 2.34
C 0.67 -1.77 1.94
C 1.60 -2.59 2.60
C 2.36 -2.09 3.66
C 2.18 -0.78 4.08
C 1.25 0.04 3.44
C -1.68 0.92 2.44
C -1.96 0.24 3.66
C -3.10 0.53 4.40
C -3.99 1.50 3.95
C -3.74 2.18 2.76
C -2.59 1.90 2.00
H 0.77 2.33 1.96
H 0.10 -2.18 1.13
H 1.75 -3.61 2.27
H 3.10 -2.72 4.15
H 2.77 -0.39 4.91
H 1.15 1.06 3.79
H -1.32 -0.54 4.05
H -3.30 -0.01 5.32
H -4.88 1.72 4.53
H -4.44 2.93 2.41
H -2.42 2.43 1.08


Record 7
54
Properties=species:S:1:pos:R:3 method="wB97M-V/def2-TZVPD" gap_ha="0.17008 / 0.17523" e_homo_ha="-0.6109 / -0.6133" total_charge=+3 multiplicity=1 e_above_lowest_kcal_mol=7.4
Pb 0.54 -0.06 -1.11
C 5.40 0.43 -1.26
C 5.64 0.53 0.12
C 4.57 0.49 1.03
C 3.26 0.50 0.55
N 3.03 0.47 -0.81
C 4.07 0.41 -1.65
C 2.17 0.54 1.51
C 2.46 0.92 2.83
C 1.51 0.98 3.83
C 0.19 0.72 3.43
C -0.13 0.34 2.13
C 0.85 0.23 1.18
H 6.20 0.37 -2.03
H 6.62 0.64 0.51
H 4.76 0.36 2.09
H 3.83 0.33 -2.73
H 3.50 1.18 3.04
H 1.74 1.23 4.84
H -0.60 0.86 4.13
H -1.14 0.13 1.87
Br -6.33 -4.13 -0.92
C -5.07 -2.82 -1.12
C -5.48 -1.50 -1.10
C -4.60 -0.43 -1.28
C -3.21 -0.67 -1.44
C -2.82 -2.07 -1.38
C -3.68 -3.11 -1.24
N -2.23 0.33 -1.48
C -2.58 1.59 -1.52
C -1.68 2.69 -1.25
C -2.22 3.92 -0.70
C -1.39 4.97 -0.46
C -0.02 4.88 -0.77
C 0.43 3.72 -1.37
N -0.35 2.61 -1.62
H -6.52 -1.34 -1.00
H -4.97 0.60 -1.27
H -1.73 -2.24 -1.43
H -3.34 -4.12 -1.10
H -3.64 1.87 -1.56
H -3.26 3.93 -0.46
H -1.82 5.89 -0.06
H 0.62 5.75 -0.64
H 1.51 3.62 -1.61
N 0.41 -4.70 -0.79
C 0.66 -3.57 -0.09
O 0.54 -2.45 -0.71
C 1.04 -3.69 1.29
I -0.70 -3.22 2.55
H 0.21 -4.69 -1.81
H 0.59 -5.57 -0.32
H 1.79 -2.98 1.61
H 1.35 -4.69 1.53


Record 8
62
Properties=species:S:1:pos:R:3 method="wB97M-V/def2-TZVPD" gap_ha=0.29706 e_homo_ha=-0.2212 total_charge=-1 multiplicity=1 e_above_lowest_kcal_mol=3.2
Ca -0.28 0.18 0.22
O 3.25 -3.71 -3.61
C 2.51 -2.80 -2.92
C 1.26 -2.38 -3.35
C 0.58 -1.46 -2.57
N 1.10 -0.97 -1.45
C 2.32 -1.34 -1.06
C 3.06 -2.27 -1.75
C 2.84 -0.61 0.20
O 3.96 -0.91 0.60
O 2.02 0.25 0.66
C -0.80 -0.91 -2.93
O -1.21 -1.11 -4.08
O -1.36 -0.27 -1.99
H 2.73 -4.00 -4.37
H 0.81 -2.74 -4.27
H 4.04 -2.56 -1.40
O -0.40 2.16 1.68
S -0.84 2.78 2.97
C -1.83 4.25 2.55
C -2.79 4.09 1.37
C -2.13 4.46 0.04
C -2.89 3.95 -1.18
S -2.52 2.21 -1.61
O -2.31 1.57 -0.27
C -0.90 2.45 -2.34
C 0.23 2.60 -1.56
C 1.48 2.60 -2.16
C 1.58 2.48 -3.54
C 0.44 2.35 -4.31
C -0.81 2.31 -3.72
C -2.15 1.77 3.65
C -2.29 1.79 5.03
C -3.26 1.00 5.62
C -4.06 0.18 4.83
C -3.89 0.16 3.45
C -2.93 0.96 2.85
H -1.10 5.04 2.36
H -2.34 4.49 3.48
H -3.66 4.73 1.54
H -3.16 3.07 1.32
H -1.11 4.09 0.03
H -2.05 5.55 -0.03
H -2.67 4.53 -2.08
H -3.97 3.98 -1.02
H 0.16 2.67 -0.48
H 2.37 2.66 -1.54
H 2.56 2.46 -4.01
H 0.52 2.21 -5.38
H -1.69 2.10 -4.30
H -1.63 2.40 5.64
H -3.38 0.99 6.70
H -4.79 -0.47 5.29
H -4.49 -0.51 2.84
H -2.79 0.93 1.78
Cl -2.43 -2.28 -0.02
C -1.90 -3.10 1.47
Cl -3.19 -4.18 2.03
Cl -0.45 -4.06 1.10
C -1.49 -2.02 2.56
O -1.81 -2.25 3.71
O -0.83 -1.08 2.06